(1)
The following is a DFT calculation (ωB97M-V with the def2-TZVPD basis set) of a single HNO2S molecule at a distorted geometry.

Calculated values
* E_tot: -603.89164 Ha
* LUMO level: -0.799 eV
* HOMO: -9.49 eV
* relative energy (zero: lowest compared OMol25 entry of this formula, charge and spin): 180.7 kJ/mol
* F_max: 3.83 eV Å⁻¹
* HOMO-LUMO gap: 8.70 eV
* SMILES string: O=NSO

Geometry as ORCA input:
```
! RIJCOSX wB97M-V def2-TZVPD def2/J DEFGRID3
* xyz 0 1
O -2.21583 2.22461 -0.11737
N -1.34854 1.38292 0.22716
S -0.52281 0.98973 1.53994
O 0.27788 -0.32200 0.78939
H -0.40934 -0.47050 0.14582
*
```

The molecule's natural (NBO) atomic charges, reported in e, are given here: atom 1 (O): -0.309, atom 2 (N): -0.211, atom 3 (S): 0.844, atom 4 (O): -0.806, atom 5 (H): 0.482

***

(2)
The following is a DFT calculation (ωB97M-V with the def2-TZVPD basis set) of a molecular structure, C39H65IrN7OSb2Si.

Calculated values
* E_tot: -2857.34462 Ha
* LUMO level (spin up / spin down): -6.116 / -6.656 eV
* HOMO (spin up / spin down): -11.69 / -11.69 eV
* F_max: 0.96 eV Å⁻¹
* HOMO-LUMO gap (spin up / spin down): 5.57 / 5.03 eV

Geometry as ORCA input:
```
! RIJCOSX wB97M-V def2-TZVPD def2/J DEFGRID3
* xyz 2 2
Ir 0.38405 -0.16922 0.87909
C -3.58912 -3.90718 -0.15631
Sb -2.86819 -2.24600 -1.31920
C -2.90595 -3.36284 -3.15690
C -4.87753 -1.32715 -1.49238
C -4.92432 -0.66060 -2.80943
C -5.27289 -1.35940 -3.96723
C -5.16897 -0.78009 -5.21844
C -4.69347 0.52301 -5.33610
C -4.38470 1.23702 -4.19191
C -4.52455 0.67412 -2.92080
C -4.34589 1.52814 -1.70722
Sb -2.39774 1.63343 -0.70239
C -1.49025 2.74320 -2.30167
C -2.98238 3.42935 0.31539
H -4.45837 -4.34128 -0.64698
H -3.86918 -3.58834 0.84870
H -2.80682 -4.66255 -0.08611
H -3.74855 -4.05273 -3.15392
H -1.98290 -3.93854 -3.23086
H -2.99408 -2.69710 -4.01341
H -4.92948 -0.63930 -0.65245
H -5.55995 -2.16343 -1.35776
H -5.62835 -2.37905 -3.87074
H -5.45296 -1.33677 -6.10171
H -4.59697 0.98428 -6.30979
H -4.06757 2.27096 -4.27556
H -5.03274 1.25632 -0.90681
H -4.49756 2.57798 -1.95464
H -1.40036 2.14560 -3.20802
H -0.50766 3.10529 -2.00220
H -2.12895 3.60295 -2.50034
H -3.51674 4.05655 -0.39716
H -2.09159 3.94675 0.66359
H -3.62853 3.22663 1.16870
C 0.74914 -0.41660 4.61170
N 1.51260 -1.55144 4.10638
C 1.50353 -2.72371 4.97792
C 2.25964 -1.50308 2.98869
N 2.01687 -0.66727 1.96469
C 3.15015 -0.16337 1.26986
C 4.28389 0.27815 1.94523
C 5.40153 0.69389 1.24403
C 5.39140 0.63030 -0.14469
C 4.24853 0.22903 -0.81742
C 3.08555 -0.10142 -0.11675
N 1.85331 -0.47760 -0.69381
C 1.67825 -0.23540 -2.03112
N 1.90318 0.97770 -2.57287
C 1.88433 2.18062 -1.76905
C 2.54101 1.13080 -3.87934
N 1.28149 -1.20081 -2.85124
C 0.51476 -0.93286 -4.06197
C 1.54949 -2.61195 -2.60151
N 3.27721 -2.39267 2.88975
C 4.26938 -2.53267 3.95324
C 3.69424 -2.92325 1.59764
H 1.35370 0.18119 5.29569
H -0.11313 -0.79575 5.15790
H 0.40908 0.21231 3.80289
H 0.47806 -2.90836 5.29808
H 2.11139 -2.57083 5.87045
H 1.87188 -3.59499 4.44351
H 4.28529 0.27678 3.02965
H 6.27321 1.04913 1.77541
H 6.27363 0.90279 -0.70780
H 4.26188 0.15391 -1.89638
H 1.27659 2.00970 -0.88466
H 1.43479 2.98589 -2.34877
H 2.89078 2.48152 -1.46624
H 2.75731 0.16044 -4.31494
H 3.48318 1.66725 -3.74387
H 1.91763 1.70340 -4.56660
H -0.37889 -1.55003 -4.03624
H 0.21658 0.11190 -4.09679
H 1.08240 -1.18304 -4.95967
H 2.16804 -2.99781 -3.41473
H 0.61909 -3.16974 -2.55778
H 2.07219 -2.72822 -1.65860
H 3.98169 -1.95720 4.82807
H 5.22996 -2.15461 3.59531
H 4.39227 -3.57844 4.23630
H 2.85823 -2.89979 0.90081
H 4.00004 -3.95920 1.74586
H 4.53408 -2.36805 1.17357
N 0.33887 -4.84290 1.35831
C -0.22880 -3.65483 1.05451
O -0.41885 -3.28563 -0.08714
C -0.62134 -2.79157 2.22526
C -0.99909 -1.35895 1.87271
H 0.53745 -5.49459 0.61679
H 0.42609 -5.16065 2.30774
H 0.17088 -2.83024 2.96554
H -1.49619 -3.27217 2.68085
H -1.25175 -0.84331 2.79823
H -1.87965 -1.32988 1.22687
C -1.62620 1.80751 2.65269
Si 0.06830 2.07653 1.85277
C 1.47778 2.24289 3.11771
C 0.10671 3.84316 1.18986
C 1.07011 4.32384 0.29950
C 1.21805 5.68158 0.06023
C 0.42197 6.59482 0.73704
C -0.52077 6.13890 1.64424
C -0.68230 4.77729 1.86328
H -1.52836 1.82197 3.74073
H -2.11622 0.88048 2.37043
H -2.29058 2.61894 2.35145
H 1.04878 2.35022 4.11674
H 2.02164 3.15882 2.89006
H 2.19484 1.42900 3.13740
H 1.74718 3.64154 -0.19432
H 1.96869 6.02446 -0.64004
H 0.54861 7.65645 0.57313
H -1.13565 6.84121 2.19131
H -1.41939 4.45855 2.58933
*
```

Results of the Löwdin charge analysis, in e, for atoms 1 through 8: atom 1 (Ir): 1.104, atom 2 (C): -0.312, atom 3 (Sb): 1.331, atom 4 (C): -0.318, atom 5 (C): -0.304, atom 6 (C): -0.320, atom 7 (C): -0.069, atom 8 (C): -0.070

***

(3)
The following is a DFT calculation (ωB97M-V with the def2-TZVPD basis set) of a molecular structure, C18H38NORhSi3 at a distorted geometry.

Calculated values
* E_tot: -1817.54401 Ha
* LUMO level (spin up / spin down): 0.040 / -1.266 eV
* HOMO (spin up / spin down): -5.90 / -8.57 eV
* F_max: 5.06 eV Å⁻¹
* HOMO-LUMO gap (spin up / spin down): 5.94 / 7.30 eV

Geometry as ORCA input:
```
! RIJCOSX wB97M-V def2-TZVPD def2/J DEFGRID3
* xyz 0 5
Rh -0.13405 -0.88332 -0.62498
C -0.78652 -1.89068 2.67635
Si -0.52662 -0.06750 2.38714
C -2.25972 0.56081 2.55256
C 0.47576 0.55200 3.92233
C 0.44438 0.50002 0.85496
Si -0.24298 2.21597 0.34076
C 0.72541 2.89112 -1.08810
C -1.96379 2.17714 -0.40674
C -0.17680 3.49247 1.81691
Si 2.20790 0.09477 0.53777
C 3.11667 -1.59376 0.96563
C 3.49272 1.35672 1.15324
C 2.32469 0.20149 -1.36482
C 3.29752 0.65315 -2.21533
C 3.22294 0.56070 -3.63024
C 2.05390 -0.03805 -4.15176
C 1.09966 -0.45770 -3.26912
N 1.19077 -0.28965 -1.91681
H -1.16408 -2.06100 3.67313
H 0.15284 -2.42315 2.55528
H -1.48148 -2.41708 1.98267
H -2.64742 0.21956 3.51023
H -2.98990 0.24001 1.74813
H -2.22805 1.64937 2.62077
H -0.10649 0.55339 4.82710
H 0.92664 1.57637 3.75197
H 1.36689 -0.16196 4.13069
H 0.48019 2.15860 -1.95513
H 1.81295 3.00310 -1.04975
H 0.32034 3.87227 -1.40547
H -2.78394 2.44605 0.27227
H -2.11190 1.08242 -0.66077
H -1.97278 2.81902 -1.29723
H 0.77309 3.51397 2.42403
H -0.94907 3.27734 2.56228
H -0.34404 4.49233 1.37551
H 2.46559 -2.46966 1.11707
H 3.74239 -1.43430 1.80627
H 3.81595 -1.90690 0.15309
H 3.33105 1.57346 2.21489
H 3.40693 2.31903 0.55233
H 4.47839 0.85795 1.08858
H 4.30884 0.89584 -1.81871
H 3.98242 0.93790 -4.22320
H 1.87923 -0.01140 -5.21300
H 0.13899 -0.78668 -3.64466
C 0.24037 -2.80134 -1.57012
H -0.30652 -2.80993 -2.51275
H -0.23717 -3.44161 -0.85233
H 1.29151 -3.06774 -1.72326
C -3.07893 -3.24452 -0.97373
C -2.85570 -1.75546 -1.31679
C -4.08022 -0.92487 -1.31405
O -2.01037 -1.18319 -0.33550
H -4.08746 -3.53633 -1.37528
H -3.03915 -3.41364 0.11482
H -2.31849 -3.88115 -1.42173
H -2.45696 -1.76571 -2.37271
H -4.56105 -0.87559 -0.31943
H -4.77954 -1.28931 -2.10742
H -3.88574 0.13882 -1.55788
*
```

Results of the natural (NBO) charge analysis, in e, for atoms 1 through 8: atom 1 (Rh): 1.174, atom 2 (C): -1.143, atom 3 (Si): 1.745, atom 4 (C): -1.154, atom 5 (C): -1.116, atom 6 (C): -1.771, atom 7 (Si): 1.756, atom 8 (C): -1.159

***

(4)
The following is a DFT calculation (ωB97M-V with the def2-TZVPD basis set) of a single C4H11BN2 molecule at a distorted geometry.

Calculated values
* E_tot: -293.21484 Ha
* LUMO level (spin up / spin down): 0.658 / 0.658 eV
* HOMO (spin up / spin down): -7.23 / -7.23 eV
* relative energy (zero: lowest compared OMol25 entry of this formula, charge and spin): 653.3 kJ/mol
* F_max: 5.73 eV Å⁻¹
* HOMO-LUMO gap (spin up / spin down): 7.89 / 7.89 eV

Geometry as ORCA input:
```
! RIJCOSX wB97M-V def2-TZVPD def2/J DEFGRID3
* xyz 0 1
B 1.20872 -0.65122 0.93139
C -1.30701 -0.95469 -0.08055
C -0.73169 0.43474 0.17041
C 0.29625 -1.70622 -1.87404
C 0.66750 1.74642 1.69889
N -0.28304 -1.92595 -0.58114
N 0.47263 0.48732 0.97078
H 2.40833 -0.86374 0.94905
H -1.73378 -1.32097 0.86129
H -2.06692 -0.65485 -0.90361
H -0.45125 1.00246 -0.77243
H -1.39662 1.08266 0.78849
H 0.25036 -0.78690 -2.46729
H 1.30989 -2.09118 -1.93978
H -0.42186 -2.34195 -2.36491
H 0.82641 1.42064 2.72322
H 1.54378 2.32719 1.51185
H -0.13067 2.29580 1.36042
*
```

Results of the natural (NBO) charge analysis, in e, for atoms 1 through 8: atom 1 (B): 0.747, atom 2 (C): -0.256, atom 3 (C): -0.211, atom 4 (C): -0.461, atom 5 (C): -0.399, atom 6 (N): -0.566, atom 7 (N): -0.720, atom 8 (H): -0.074

***

(5)
The following is a DFT calculation (ωB97M-V with the def2-TZVPD basis set) of a molecular structure, C6H18Ag2FO6 at a distorted geometry.

Calculated values
* E_tot: -1084.34149 Ha
* LUMO level: -5.435 eV
* HOMO: -12.36 eV
* relative energy (zero: lowest compared OMol25 entry of this formula, charge and spin): 0.0 kJ/mol
* F_max: 1.22 eV Å⁻¹
* HOMO-LUMO gap: 6.92 eV

Geometry as ORCA input:
```
! RIJCOSX wB97M-V def2-TZVPD def2/J DEFGRID3
* xyz 1 1
Ag 9.59758 -13.80923 -4.79493
Ag 11.98014 -15.55765 -2.28396
F 11.70938 -14.38306 -4.64756
C 12.73439 -14.99146 -8.01809
C 14.10110 -14.60366 -7.47346
O 14.03426 -13.58268 -6.51320
O 12.08541 -15.90911 -7.11156
H 12.81777 -15.55308 -8.94711
H 12.07117 -14.13638 -8.18097
H 14.78219 -14.32214 -8.27171
H 14.45209 -15.55584 -7.04800
H 13.44957 -13.85908 -5.79758
H 11.84527 -15.46822 -6.29497
C 15.14282 -16.07682 -2.47942
C 14.69926 -16.23543 -3.90846
O 13.31116 -16.55181 -3.99267
O 14.35263 -15.06130 -1.84516
H 16.18528 -15.75099 -2.50574
H 15.06967 -17.03972 -1.96691
H 15.27870 -17.07188 -4.29945
H 14.98744 -15.32839 -4.44670
H 12.88077 -15.78631 -4.43990
H 14.87299 -14.73308 -1.10340
C 12.02345 -12.21306 -1.50983
C 12.81883 -11.99325 -2.75194
O 12.01850 -11.72399 -3.90811
O 11.29014 -13.47699 -1.59454
H 11.25903 -11.45393 -1.34248
H 12.68561 -12.18974 -0.64133
H 13.44838 -12.86326 -2.95410
H 13.46976 -11.13219 -2.58109
H 11.87689 -12.59837 -4.31036
H 10.37472 -13.29306 -1.37393
*
```

Results of the natural (NBO) charge analysis, in e, for atoms 1 through 8: atom 1 (Ag): 0.968, atom 2 (Ag): 0.917, atom 3 (F): -0.924, atom 4 (C): -0.096, atom 5 (C): -0.096, atom 6 (O): -0.716, atom 7 (O): -0.744, atom 8 (H): 0.197

***

(6)
The following is a DFT calculation (ωB97M-V with the def2-TZVPD basis set) of a single C5H8O molecule at a distorted geometry.

Calculated values
* E_tot: -270.45656 Ha
* LUMO level: 0.990 eV
* HOMO: -9.48 eV
* relative energy (zero: lowest compared OMol25 entry of this formula, charge and spin): 266.0 kJ/mol
* F_max: 5.83 eV Å⁻¹
* HOMO-LUMO gap: 10.47 eV
* SMILES string: C[C@H]1C=C[C@@H]1O

Geometry as ORCA input:
```
! RIJCOSX wB97M-V def2-TZVPD def2/J DEFGRID3
* xyz 0 1
C -1.65192 0.78240 -0.23014
C -0.28322 0.20585 0.27426
C -0.18077 -1.31528 0.37738
C 0.90358 -1.31239 -0.44979
C 1.08400 0.21056 -0.43181
O 2.09565 0.94027 0.21811
H -1.85212 0.50764 -1.23007
H -1.59549 1.82666 -0.13566
H -2.40117 0.33977 0.42633
H -0.22269 0.60020 1.26597
H -0.76728 -1.96931 0.86435
H 1.58465 -2.19986 -0.70426
H 0.95158 0.63179 -1.41278
H 2.33520 0.75169 1.16811
*
```

Results of the natural (NBO) charge analysis, in e, for atoms 1 through 8: atom 1 (C): -0.598, atom 2 (C): -0.239, atom 3 (C): -0.151, atom 4 (C): -0.226, atom 5 (C): 0.079, atom 6 (O): -0.722, atom 7 (H): 0.202, atom 8 (H): 0.210